Entry 1:
This record from the OMol25 dataset describes C5H7N5O2 in the gas phase in a non-equilibrium geometry. The level of theory is ωB97M-V/def2-TZVPD.

Element x y z (Å)
C (1.69149, -1.68610, 0.10782)
C (1.31497, -0.28555, 0.41345)
C (2.25189, 0.79188, -0.04651)
N (0.23146, -0.03476, 1.07737)
C (-0.66991, 0.75320, 0.45773)
N (-0.61231, 2.09807, 0.22105)
N (-1.69707, 2.44257, -0.39599)
N (-2.42119, 1.38053, -0.54202)
N (-1.83311, 0.32399, -0.02358)
C (-2.42774, -1.09201, -0.00219)
O (-1.65463, -2.00105, -0.19299)
O (-3.63829, -1.04739, 0.20298)
H (1.20178, -2.01429, -0.80500)
H (1.33722, -2.31794, 0.91906)
H (2.76976, -1.79997, 0.05276)
H (3.27846, 0.46157, 0.07916)
H (2.10915, 1.04662, -1.09712)
H (2.09865, 1.68260, 0.55004)
H (-3.33058, 1.29804, -0.97601)

Forces on the atoms, in the same order (eV/Å):
C 0.664 -0.232 1.529
C 0.381 0.334 0.147
C -0.321 0.268 -0.189
N -0.675 -1.568 -1.350
C 0.188 1.972 0.637
N 0.281 -0.043 0.150
N -0.212 0.357 -0.272
N -0.170 -0.318 0.147
N 1.247 -0.099 0.242
C -2.354 -2.417 0.161
O 1.100 0.699 -0.180
O 0.319 0.997 -0.222
H -0.162 0.144 -0.141
H -0.266 -0.181 -0.108
H 0.110 -0.076 -0.357
H 0.089 -0.144 -0.071
H -0.001 -0.041 -0.137
H -0.072 0.186 -0.067
H -0.147 0.162 0.079

Results
Electronic energy, a.u.: -618.8920
E_HOMO, eV: -9.6095
Orbital gap, Ha: 0.3381
Energy relative to the best compared isomer or geometry (same formula, charge and spin), kcal/mol: 90.4

Here are the natural (NBO) charges for atoms 1 to 4, given in e: -0.70, 0.54, -0.73, -0.54

***

Entry 2:
This record from the OMol25 dataset describes a molecular structure, C5H7N5O2 in a non-equilibrium geometry. The level of theory is ωB97M-V/def2-TZVPD.

Element x y z (Å)
C (2.41364, 1.24816, -0.28184)
C (0.39539, 0.27121, 0.31459)
C (-1.44454, -0.81592, 1.25554)
C (-1.30362, -0.67094, -0.97225)
C (0.00130, -0.15749, -0.89864)
H (2.43034, 0.22201, -0.73685)
H (2.49788, 2.24488, -0.94272)
H (3.59148, 0.74718, 0.22968)
H (1.45043, 1.82385, 1.73437)
H (-1.52825, -1.42472, 3.41130)
H (-2.71281, -1.93728, 2.47254)
H (-1.29364, -0.81242, -2.88439)
N (1.30171, 1.12454, 0.77903)
N (-0.42121, 0.01271, 1.34126)
N (-2.21598, -0.90146, 2.42589)
N (-1.92429, -1.13131, 0.07659)
N (0.59759, 0.63444, -2.00428)
O (-2.04810, -0.93060, -2.08925)
O (0.21268, 0.45318, -3.23057)

Forces on the atoms, in the same order (eV/Å):
C 3.544 -1.702 2.178
C -2.476 1.553 6.507
C 0.984 2.849 0.006
C -1.690 -2.676 -0.773
C 0.485 1.776 -6.210
H -0.717 1.714 -0.830
H -0.140 -2.758 1.656
H -2.918 2.796 -0.690
H -1.560 -3.635 -3.685
H -1.755 3.036 -3.804
H 0.563 3.476 -1.227
H -2.854 0.011 2.300
N 5.768 3.760 -1.659
N -0.026 -1.389 2.246
N 0.897 -7.307 4.466
N -1.650 -1.048 0.234
N -1.970 -1.426 -3.296
O 4.932 1.187 -2.405
O 0.584 -0.216 4.983

Results
Electronic energy, a.u.: -618.7181
E_HOMO, eV: -9.0924
Orbital gap, Ha: 0.2977
Energy relative to the best compared isomer or geometry (same formula, charge and spin), kcal/mol: 199.5

Here are the natural (NBO) charges for atoms 1 to 4, given in e: -0.44, 0.43, 0.57, 0.59